{
  "formula": "C2H8N3O2",
  "method": "wB97M-V/def2-TZVPD",
  "total_charge": 1,
  "homo_lumo_gap_ev": [6.73, 6.73],
  "relative_energy_kj_mol": 979.0,
  "e_lumo_ev": [-7.644, -7.646],
  "symbols": ["C", "C", "N", "N", "N", "O", "O", "H", "H", "H", "H", "H", "H", "H", "H"],
  "coordinates": [[-2.600, -0.388, 0.077], [1.807, -1.523, 0.087], [-0.684, 0.888, 0.037], [1.108, 2.168, -0.438], [0.541, 1.024, -0.099], [-1.146, -0.319, 0.209], [2.007, -0.309, 0.451], [-2.820, -1.188, -0.688], [-3.090, 0.656, 0.059], [-3.117, -0.838, 0.974], [2.961, -1.958, -0.041], [1.517, -1.652, -0.947], [1.205, -2.070, 0.779], [0.425, 2.961, -0.572], [1.886, 2.547, 0.113]],
  "forces_ev_per_angstrom": [[-2.2, -0.2, 0.8], [1.3, -2.9, -0.8], [1.2, 1.6, -0.7], [-0.7, 2.5, -0.5], [-0.1, -2.3, 1.9], [0.0, -1.0, 0.4], [-0.4, 4.5, -0.1], [0.3, 1.7, 0.1], [1.1, -1.7, -0.9], [1.4, 0.4, -0.3], [-2.1, 0.9, 0.5], [-0.1, -0.2, -0.7], [-0.2, -0.9, 0.3], [0.6, -1.3, -0.1], [-0.2, -1.2, 0.1]]
}